Formula: C7H12O
Source: OMol25
Level of theory: wB97M-V/def2-TZVPD

Geometry as ORCA input:
```
! wB97M-V def2-TZVPD RIJCOSX def2/J DEFGRID3
* xyz 0 1
C 0.68 -0.85 -1.53
C 1.44 -1.86 -1.14
C 0.78 0.55 -0.99
C 0.02 0.68 0.32
C 0.57 1.38 1.32
C 0.11 1.44 2.70
C 0.71 2.21 3.59
H -0.18 -0.99 -2.17
H 1.35 -2.93 -1.29
H 2.26 -1.65 -0.46
H 1.81 0.89 -0.91
H 0.34 1.21 -1.75
H -0.84 0.04 0.47
H 1.43 1.98 1.03
H -0.86 0.97 2.84
H 1.59 2.82 3.42
H 0.45 2.22 4.64
H -4.18 -3.02 -2.69
H -3.65 -2.09 -3.85
O -3.83 -3.00 -3.56
*
```

Calculated values
- SMILES = C=C/C=C/CC=C.O
- electronic energy (eV) = -9498.750
- HOMO (eV) = -8.65
- LUMO (eV) = 0.707
- HOMO-LUMO gap (eV) = 9.36
- strongest force on any atom (eV/Å) = 1.983